Entry 1:
Density functional theory data (ωB97M-V/def2-TZVPD) for the ion C3H4O2S with charge -2.

CARTESIAN COORDINATES (ANGSTROEM)
O: -1.32 -1.81 -0.13
C: -1.33 -0.82 0.66
O: -2.25 -0.49 1.45
C: -0.02 0.06 0.60
C: 0.49 0.29 -0.81
S: 2.05 1.37 -0.82
H: 0.80 -0.44 1.13
H: -0.15 1.01 1.13
H: 0.92 -0.60 -1.25
H: -0.21 0.78 -1.48

Values from the calculation:
total charge	-2
energy above the lowest of the compared OMol25 structures with the same formula, charge and spin	0.172	eV
highest occupied orbital energy	0.8	eV
orbital gap	5.480	eV
E	-18105.35391	eV
E_LUMO	6.3115	eV

Results of the Löwdin charge analysis, in e, for atoms 1 through 8: -0.14 -0.75 -0.15 -0.27 -0.73 -0.14 0.08 0.07

Entry 2:
Density functional theory data (ωB97M-V/def2-TZVPD) for an isolated molecule of C3H4O2S.

CARTESIAN COORDINATES (ANGSTROEM)
C: 0.49 -1.29 -0.48
C: -0.78 0.87 0.15
C: 0.45 0.14 -0.35
O: 1.42 -1.99 -0.28
O: -0.35 0.95 -1.16
S: 2.06 1.07 0.13
H: -0.52 -1.63 -0.79
H: -1.72 0.49 0.40
H: -0.43 1.79 0.51
H: 2.59 0.88 -1.20

Values from the calculation:
energy above the lowest of the compared OMol25 structures with the same formula, charge and spin	2.798	eV
highest occupied orbital energy	-9.6	eV
orbital gap	10.215	eV
E	-18103.26708	eV
E_LUMO	0.5777	eV

Results of the Löwdin charge analysis, in e, for atoms 1 through 8: -0.28 -0.11 -0.66 0.09 -0.05 0.74 0.14 0.11

Entry 3:
Density functional theory data (ωB97M-V/def2-TZVPD) for a cluster of 2 separate species, C3H4O2S2 in total.

CARTESIAN COORDINATES (ANGSTROEM)
C: -2.19 2.16 -0.22
C: -1.90 0.97 0.27
C: 2.87 -2.45 -0.16
O: -1.34 3.19 -0.37
O: -0.59 -1.28 0.13
S: -1.39 -0.38 1.04
S: 2.10 -1.68 1.01
H: -3.21 2.16 -0.72
H: 3.90 -2.36 -0.69
H: -0.63 3.08 0.26
H: 2.39 -3.41 -0.55

Values from the calculation:
energy above the lowest of the compared OMol25 structures with the same formula, charge and spin	4.430	eV
highest occupied orbital energy	-8.3	eV
orbital gap	7.814	eV
E	-28936.62349	eV
E_LUMO	-0.4977	eV

Results of the Löwdin charge analysis, in e, for atoms 1 through 8: -0.27 -0.32 -0.62 0.05 -0.66 0.89 0.64 0.15

Entry 4:
Density functional theory data (ωB97M-V/def2-TZVPD) for an isolated molecule of C3H4O3.

CARTESIAN COORDINATES (ANGSTROEM)
O: -1.35 -1.52 -0.50
C: -0.63 -0.67 -0.06
C: -1.02 0.75 0.19
O: 1.60 0.50 -0.93
C: 1.69 -0.39 -0.12
O: 0.64 -1.05 0.41
H: -1.77 0.68 0.99
H: -1.48 1.16 -0.71
H: -0.20 1.39 0.52
H: 2.62 -0.80 0.27

Values from the calculation:
energy above the lowest of the compared OMol25 structures with the same formula, charge and spin	0.439	eV
highest occupied orbital energy	-11.0	eV
orbital gap	11.809	eV
E	-9318.26117	eV
E_LUMO	0.8074	eV

Results of the Löwdin charge analysis, in e, for atoms 1 through 8: 0.16 -0.46 0.02 0.09 -0.31 0.07 0.10 0.11

Entry 5:
Density functional theory data (ωB97M-V/def2-TZVPD) for an isolated molecule of C3H4O3.

CARTESIAN COORDINATES (ANGSTROEM)
O: 0.09 1.76 0.43
C: -0.03 0.44 0.94
C: -0.47 -0.44 -0.21
O: -1.63 -0.59 -0.53
C: 0.61 -1.09 -1.08
O: 1.78 -1.06 -0.80
H: -0.79 2.06 0.19
H: 0.96 0.15 1.30
H: -0.76 0.36 1.75
H: 0.22 -1.59 -1.99

Values from the calculation:
energy above the lowest of the compared OMol25 structures with the same formula, charge and spin	1.722	eV
highest occupied orbital energy	-9.9	eV
orbital gap	9.169	eV
E	-9316.97888	eV
E_LUMO	-0.7696	eV

Results of the Löwdin charge analysis, in e, for atoms 1 through 8: -0.03 -0.19 -0.32 0.12 -0.16 0.09 0.10 0.12

Entry 6:
Density functional theory data (ωB97M-V/def2-TZVPD) for an isolated molecule of C3H4O3.

CARTESIAN COORDINATES (ANGSTROEM)
O: 1.25 1.35 -0.96
C: 0.63 0.62 -0.25
C: 1.06 -0.74 0.23
O: -1.76 -0.48 -0.73
C: -1.69 0.47 0.01
O: -0.56 1.11 0.35
H: 1.76 -0.56 1.05
H: 1.59 -1.25 -0.58
H: 0.23 -1.34 0.57
H: -2.55 0.97 0.49

Values from the calculation:
energy above the lowest of the compared OMol25 structures with the same formula, charge and spin	0.415	eV
highest occupied orbital energy	-11.0	eV
orbital gap	11.837	eV
E	-9318.28535	eV
E_LUMO	0.8198	eV

Results of the Löwdin charge analysis, in e, for atoms 1 through 8: 0.17 -0.46 0.02 0.09 -0.32 0.06 0.10 0.10

Entry 7:
Density functional theory data (ωB97M-V/def2-TZVPD) for an isolated molecule of C3H4O3.

CARTESIAN COORDINATES (ANGSTROEM)
O: -0.89 1.42 -0.32
C: -0.44 0.11 -0.46
C: -0.67 -0.85 0.74
O: -0.20 -1.96 0.68
C: 1.10 0.08 -0.40
O: 1.65 0.90 0.29
H: -0.11 1.92 0.00
H: -0.92 -0.37 -1.32
H: -1.14 -0.47 1.66
H: 1.63 -0.77 -0.86

Values from the calculation:
energy above the lowest of the compared OMol25 structures with the same formula, charge and spin	1.811	eV
highest occupied orbital energy	-10.0	eV
orbital gap	10.372	eV
E	-9316.88958	eV
E_LUMO	0.3236	eV

Results of the Löwdin charge analysis, in e, for atoms 1 through 8: -0.01 -0.31 -0.18 0.06 -0.18 0.08 0.09 0.16

Entry 8:
Density functional theory data (ωB97M-V/def2-TZVPD) for an isolated molecule of C3H4O3.

CARTESIAN COORDINATES (ANGSTROEM)
O: -1.34 0.51 0.55
C: -0.35 0.10 -0.39
C: -0.03 -1.31 0.08
O: 0.66 -1.47 1.06
C: 0.84 1.05 -0.33
O: 1.29 1.62 -1.29
H: -0.96 0.28 1.42
H: -0.79 0.14 -1.39
H: -0.57 -2.14 -0.41
H: 1.25 1.21 0.69

Values from the calculation:
energy above the lowest of the compared OMol25 structures with the same formula, charge and spin	1.904	eV
highest occupied orbital energy	-10.0	eV
orbital gap	10.105	eV
E	-9316.79666	eV
E_LUMO	0.0811	eV

Results of the Löwdin charge analysis, in e, for atoms 1 through 8: 0.00 -0.31 -0.18 0.07 -0.19 0.08 0.10 0.15

Entry 9:
Density functional theory data (ωB97M-V/def2-TZVPD) for a structure of composition C3H4O3.

CARTESIAN COORDINATES (ANGSTROEM)
O: -0.29 1.50 -0.60
C: -0.79 0.38 0.00
C: 0.82 0.02 1.16
O: 1.11 0.10 2.30
C: -0.45 -0.87 -0.63
O: 0.57 -0.88 -1.33
H: 0.30 1.18 -1.30
H: -1.77 0.53 0.47
H: 1.44 -0.17 0.23
H: -0.94 -1.80 -0.30

Values from the calculation:
energy above the lowest of the compared OMol25 structures with the same formula, charge and spin	3.042	eV
highest occupied orbital energy	-9.2	eV
orbital gap	9.418	eV
E	-9315.65853	eV
E_LUMO	0.2180	eV

Results of the Löwdin charge analysis, in e, for atoms 1 through 8: 0.00 -0.23 -0.06 0.12 -0.30 -0.03 0.10 0.14

Entry 10:
Density functional theory data (ωB97M-V/def2-TZVPD) for an isolated molecule of C3H4O3.

CARTESIAN COORDINATES (ANGSTROEM)
C: -0.26 -0.36 -1.22
C: -0.66 -0.57 0.15
C: 0.96 0.72 1.00
H: -1.11 -0.05 -2.05
H: -0.99 -1.61 0.32
H: -1.47 0.26 0.27
H: 1.84 0.78 1.68
O: 0.88 -0.33 -1.59
O: 0.47 -0.55 0.85
O: 0.34 1.71 0.58

Values from the calculation:
energy above the lowest of the compared OMol25 structures with the same formula, charge and spin	2.076	eV
highest occupied orbital energy	-10.2	eV
orbital gap	11.030	eV
E	-9316.62467	eV
E_LUMO	0.8474	eV

Results of the Löwdin charge analysis, in e, for atoms 1 through 8: -0.27 -0.25 -0.24 0.17 0.15 0.18 0.16 0.08

Entry 11:
Density functional theory data (ωB97M-V/def2-TZVPD) for an isolated molecule of C3H4O3.

CARTESIAN COORDINATES (ANGSTROEM)
C: -0.30 0.03 -0.30
C: 1.02 0.73 -0.61
C: -0.39 -0.09 1.22
O: -0.28 -1.22 -0.94
O: 1.24 1.88 -0.45
O: -0.75 0.77 1.96
H: -1.11 -1.69 -0.77
H: -1.12 0.68 -0.65
H: 1.76 0.01 -1.01
H: -0.06 -1.09 1.57

Values from the calculation:
energy above the lowest of the compared OMol25 structures with the same formula, charge and spin	1.784	eV
highest occupied orbital energy	-10.1	eV
orbital gap	10.113	eV
E	-9316.91618	eV
E_LUMO	0.0496	eV

Results of the Löwdin charge analysis, in e, for atoms 1 through 8: -0.32 -0.20 -0.21 -0.02 0.10 0.10 0.11 0.17

Entry 12:
Density functional theory data (ωB97M-V/def2-TZVPD) for an isolated molecule of C3H4O3.

CARTESIAN COORDINATES (ANGSTROEM)
O: 0.97 1.54 -0.46
C: 1.37 0.47 -0.08
C: 0.45 -0.76 -0.11
O: -0.78 -0.36 -0.70
C: -1.61 0.33 0.10
O: -1.45 0.52 1.27
H: 2.42 0.36 0.30
H: 0.82 -1.57 -0.75
H: 0.26 -1.18 0.89
H: -2.47 0.68 -0.49

Values from the calculation:
energy above the lowest of the compared OMol25 structures with the same formula, charge and spin	1.144	eV
highest occupied orbital energy	-10.4	eV
orbital gap	11.303	eV
E	-9317.55665	eV
E_LUMO	0.8717	eV

Results of the Löwdin charge analysis, in e, for atoms 1 through 8: 0.08 -0.20 -0.13 -0.04 -0.34 0.08 0.13 0.13